Model one:
A 2-piece molecular cluster, C3H10NO overall. Source: OMol25; level of theory: ωB97M-V/def2-TZVPD.

Total charge: +1
HOMO, eV: -15.215
Orbital gap, Ha: 0.360

Last column: Löwdin charge in e.
Geometry (Å):
C  -0.7548  -1.3145  -1.3746  -0.0602
C  -0.7128  0.1047  -0.6565  -0.1943
C  1.6713  0.5991  -0.8563  0.2305
N  0.6273  0.1888  -0.1681  0.0338
H  -0.1663  -1.2821  -2.3779  0.1173
H  -0.4080  -2.2438  -0.7931  0.1095
H  -1.7532  -1.5519  -1.4664  0.0347
H  -0.9615  0.8045  -1.4644  0.1282
H  -1.5445  0.3797  0.0859  0.1624
H  2.5425  0.8375  -0.3895  0.0897
H  1.7024  0.6685  -1.8805  0.1022
H  0.7763  0.0653  0.9134  0.2160
H  0.5188  1.0611  3.5954  0.0414
H  -1.1877  0.7626  3.5886  0.0147
O  -0.3499  0.9205  3.2441  -0.0260

---

Model two:
An isolated ion of composition C3H10NO and charge +1. Source: OMol25; level of theory: ωB97M-V/def2-TZVPD.

Total charge: +1
HOMO, eV: -15.363
Orbital gap, Ha: 0.446

Last column: Löwdin charge in e.
Geometry (Å):
O  1.1394  -1.6389  0.4213  -0.0461
C  1.6505  -0.4242  -0.0896  -0.2294
C  0.5669  0.6072  0.0717  -0.0882
N  -0.7317  0.0119  -0.4398  0.0169
C  -1.9619  0.5724  0.1530  0.0134
H  1.8561  -2.1569  0.8101  0.1223
H  2.5841  -0.1262  0.3967  0.1431
H  1.9355  -0.4630  -1.1508  0.1334
H  0.8090  1.4744  -0.5005  0.1359
H  0.3453  0.8031  1.1189  0.1391
H  -0.5992  -0.9932  -0.2888  0.1571
H  -0.7598  0.0673  -1.4561  0.1843
H  -2.5699  -0.1644  0.6496  0.1088
H  -2.5244  1.1163  -0.6002  0.1107
H  -1.7399  1.3142  0.9044  0.0987

---

Relative energy table, unit kcal/mol: model one 44.7; model two 0.0

---

Model one:
A 2-piece molecular cluster, C3H10NO overall. Source: OMol25; level of theory: ωB97M-V/def2-TZVPD.

Total charge: +1
HOMO, eV: -14.818
Orbital gap, Ha: 0.338

Last column: Löwdin charge in e.
Geometry (Å):
C  -0.0452  -2.4727  -1.5283  0.1417
N  0.0022  -2.1529  -0.2901  0.1636
H  0.4571  -3.3905  -1.8444  0.1229
H  -0.5834  -1.8477  -2.2702  0.1374
H  -0.7102  -1.3735  -0.0095  0.1368
H  0.9188  -2.2636  0.1827  0.1788
C  -0.0480  1.0573  0.0365  -0.2567
O  -0.5944  0.0344  0.9412  -0.1657
C  0.4158  2.2648  0.8979  -0.0655
H  0.7394  0.6913  -0.6138  0.1050
H  -1.0077  1.3331  -0.3847  0.1117
H  -0.7593  0.3668  1.8468  0.1201
H  1.0892  1.9763  1.6987  0.0841
H  0.7020  3.1042  0.1993  0.1053
H  -0.5762  2.6727  1.1378  0.0805

---

Model two:
A 2-piece molecular cluster, C3H10NO overall. Source: OMol25; level of theory: ωB97M-V/def2-TZVPD.

Total charge: +1
HOMO, eV: -14.856
Orbital gap, Ha: 0.358

Last column: Löwdin charge in e.
Geometry (Å):
C  -1.2931  -0.2369  -1.9146  -0.1702
O  -0.2495  0.7248  -1.8321  -0.1535
H  -2.0131  -0.0691  -2.8391  0.1278
H  -0.8038  -1.1879  -2.2004  0.0812
H  -1.9875  -0.3642  -1.0488  0.0848
H  -0.3801  1.5447  -2.3414  0.1125
C  0.7490  0.9503  1.8813  0.0275
C  0.8389  -1.3968  1.0651  0.2009
N  0.4985  -0.1619  0.9261  -0.0028
H  0.9582  0.4590  2.8177  0.0981
H  -0.1463  1.5551  1.7384  0.1100
H  1.5940  1.5489  1.5040  0.1232
H  1.0725  -1.6917  2.0786  0.1236
H  0.9623  -1.9343  0.1284  0.1307
H  0.2002  0.2600  0.0366  0.1063

---

Relative energy table, unit kcal/mol: model one 14.8; model two 0.0

---

Model one:
C18H26AsClFMgN2O5 as an isolated structure. Source: OMol25; level of theory: ωB97M-V/def2-TZVPD.

Total charge: -1
HOMO, eV: -4.930
Orbital gap, Ha: 0.282

Last column: Löwdin charge in e.
Geometry (Å):
Mg  -0.1597  -0.7540  1.2221  0.6262
N  2.7987  -2.3821  3.3312  0.1670
C  2.2798  -1.5930  2.3556  -0.5736
O  1.9056  -2.0778  1.2924  -0.0018
C  2.2131  -0.0964  2.6291  -0.2492
C  1.4733  0.6207  1.4867  -0.2615
H  2.6199  -3.3696  3.2475  0.1088
H  2.8697  -2.0062  4.2606  0.0984
H  3.2531  0.2284  2.7859  0.1053
H  1.7017  0.0432  3.5891  0.0983
H  2.1562  0.6242  0.6273  0.0121
H  1.3093  1.6710  1.7456  0.0088
O  -3.4347  0.0943  -0.8794  -0.3072
Cl  -2.5610  -0.3655  0.1519  0.6808
O  -1.5195  -1.2648  -0.4168  -0.3866
O  -3.2745  -1.0400  1.1856  -0.2865
O  -1.7760  0.7424  0.7152  -0.4225
F  -1.9337  -5.2248  5.3806  0.0073
C  -1.5465  -4.2312  4.5249  -0.3096
C  -1.1040  -3.0364  5.0422  -0.0470
C  -0.7188  -2.0349  4.1468  -0.1568
C  -0.7541  -2.1759  2.7520  -0.1837
C  -1.2203  -3.4278  2.3105  -0.1368
C  -1.6145  -4.4532  3.1655  -0.0401
H  -1.0733  -2.8928  6.1158  0.1026
H  -0.3762  -1.0994  4.5865  0.0724
H  -1.2890  -3.6270  1.2438  0.0890
H  -1.9775  -5.4042  2.7941  0.1041
C  1.0261  3.8728  -2.3810  -0.3540
As  -0.0588  2.6125  -1.3218  1.1539
C  -1.6983  2.8715  -2.3677  -0.3271
C  0.5723  0.9159  -2.1659  -0.3324
C  0.6778  0.9185  -3.6540  -0.3076
C  1.8583  1.2915  -4.2967  -0.0712
C  1.9419  1.3273  -5.6808  -0.0987
C  0.8409  0.9892  -6.4566  -0.1128
C  -0.3376  0.6047  -5.8313  -0.0927
C  -0.4157  0.5674  -4.4469  -0.0598
H  0.9161  3.7106  -3.4540  0.0117
H  2.0781  3.7733  -2.1101  0.0119
H  0.7050  4.8862  -2.1367  0.0076
H  -1.5104  2.7629  -3.4364  0.0118
H  -2.0639  3.8802  -2.1704  0.0152
H  -2.4570  2.1575  -2.0506  -0.0007
H  -0.1371  0.1583  -1.8348  0.0476
H  1.5334  0.7059  -1.6959  0.0621
H  2.7232  1.5524  -3.6972  0.1098
H  2.8711  1.6175  -6.1561  0.0951
H  0.9023  1.0203  -7.5372  0.0911
H  -1.1998  0.3263  -6.4251  0.0973
H  -1.3337  0.2524  -3.9636  0.1164
N  -1.3180  1.5291  3.7419  0.0350
H  -1.6515  0.5686  3.7333  -0.0118
H  -0.6175  1.5762  3.0057  -0.0227
H  -2.0945  2.0838  3.3977  0.0071

---

Model two:
C18H26AsClFMgN2O5 as an isolated structure. Source: OMol25; level of theory: ωB97M-V/def2-TZVPD.

Total charge: -1
HOMO, eV: -4.946
Orbital gap, Ha: 0.286

Last column: Löwdin charge in e.
Geometry (Å):
Mg  0.1682  -1.6385  0.0277  0.6851
N  2.6444  1.0623  1.8063  0.1787
C  2.1860  -0.0402  1.1942  -0.5100
O  1.4537  0.0576  0.1994  -0.0648
C  2.6148  -1.3929  1.7196  -0.2397
C  1.5523  -2.4732  1.4930  -0.2292
H  2.2695  1.9640  1.5391  0.0180
H  3.1222  0.9677  2.6839  0.0994
H  2.9421  -1.2718  2.7619  0.0960
H  3.5192  -1.6203  1.1410  0.1149
H  0.9891  -2.6322  2.4171  0.0165
H  2.0469  -3.4178  1.2543  0.0057
O  -3.4582  -0.3190  1.4217  -0.3106
Cl  -2.0475  -0.4950  1.5650  0.6744
O  -1.6870  -1.9020  1.6176  -0.3594
O  -1.3636  0.0272  0.3721  -0.4186
O  -1.5608  0.1835  2.7300  -0.3241
F  -0.7747  -1.8238  -6.2034  0.0130
C  -0.6350  -1.8540  -4.8458  -0.3085
C  0.2662  -2.7356  -4.2880  -0.0548
C  0.4024  -2.7449  -2.9006  -0.1637
C  -0.3289  -1.9103  -2.0421  -0.1861
C  -1.2354  -1.0545  -2.6884  -0.1505
C  -1.3996  -1.0076  -4.0718  -0.0419
H  0.8438  -3.3909  -4.9293  0.1021
H  1.1245  -3.4441  -2.4838  0.0803
H  -1.8446  -0.3805  -2.0937  0.0699
H  -2.1016  -0.3286  -4.5418  0.1074
C  0.2446  5.4115  -0.2389  -0.3480
As  0.3258  3.5529  0.3975  1.1586
C  -1.4167  3.5344  1.2827  -0.3120
C  -0.1245  2.6263  -1.2962  -0.3492
C  -1.3748  3.0850  -1.9745  -0.2996
C  -1.3448  4.0772  -2.9517  -0.0683
C  -2.5110  4.5054  -3.5717  -0.0994
C  -3.7310  3.9446  -3.2242  -0.1098
C  -3.7733  2.9495  -2.2558  -0.0813
C  -2.6086  2.5228  -1.6369  -0.0575
H  -0.6991  5.6070  -0.7485  0.0129
H  1.0706  5.6082  -0.9227  0.0128
H  0.3351  6.0846  0.6141  0.0082
H  -2.2009  3.8910  0.6157  0.0210
H  -1.3573  4.1872  2.1545  0.0170
H  -1.6482  2.5251  1.6180  -0.0032
H  -0.1863  1.5736  -1.0278  0.0297
H  0.7465  2.7513  -1.9418  0.0597
H  -0.3916  4.5072  -3.2386  0.1093
H  -2.4643  5.2733  -4.3345  0.0944
H  -4.6408  4.2736  -3.7108  0.0917
H  -4.7186  2.4960  -1.9838  0.1019
H  -2.6411  1.7389  -0.8893  0.0967
N  1.9480  0.6322  -3.1005  0.0350
H  2.2600  -0.2753  -3.4325  0.0037
H  0.9936  0.7079  -3.4426  -0.0023
H  1.8550  0.5274  -2.0932  -0.0216

---

Relative energy table, unit kcal/mol: model one 19.2; model two 0.0

---

Model one:
A 2-piece molecular cluster, C7H15O3 overall. Source: OMol25; level of theory: ωB97M-V/def2-TZVPD.

Total charge: +1
HOMO, eV: -13.583
Orbital gap, Ha: 0.357

Last column: Löwdin charge in e.
Geometry (Å):
C  2.4095  4.0946  0.2555  -0.0615
C  -0.4287  0.0832  -1.4804  0.0363
C  -2.8872  -2.7737  0.1539  -0.0688
C  2.5632  0.2148  -0.8540  0.0182
C  -0.6583  -0.0301  1.3070  0.0442
C  -1.2749  -1.4247  1.2559  -0.1978
C  0.2539  0.1242  -0.2070  -0.1571
O  -1.9937  -1.7056  0.0214  -0.2346
O  1.4499  0.1787  0.0823  0.0303
O  1.8743  3.1206  -0.2948  -0.0544
H  3.0416  4.0524  1.2321  0.1195
H  2.2188  5.0446  -0.1562  0.0621
H  -1.3785  -0.5616  -1.3849  0.1358
H  0.1109  -0.0607  -2.3865  0.0912
H  -1.0342  0.9833  -1.6226  0.1345
H  -3.3365  -2.8940  -0.8316  0.1084
H  -3.6960  -2.4550  0.7243  0.0804
H  -2.3211  -3.6007  0.4389  0.0850
H  3.2619  0.9353  -0.4869  0.0777
H  2.5157  0.4335  -1.9717  0.1386
H  3.0036  -0.8154  -0.6610  0.1362
H  -1.4206  0.7192  1.3115  0.1146
H  0.2046  0.0632  1.9262  0.1050
H  -0.5156  -2.1776  1.5735  0.1441
H  -1.9627  -1.5486  2.0548  0.1122

---

Model two:
A 2-piece molecular cluster, C7H15O3 overall. Source: OMol25; level of theory: ωB97M-V/def2-TZVPD.

Total charge: +1
HOMO (spin up / spin down), eV: -11.990 / -12.607
Orbital gap (spin up / spin down), Ha: 0.288 / 0.331

Last column: Löwdin charge in e.
Geometry (Å):
C  -2.9082  -2.9830  0.9894  -0.1175
C  -0.4410  2.0626  0.0976  0.0199
C  -0.2898  -0.4450  -1.6584  0.0369
C  1.9156  3.0909  -1.4688  -0.0071
C  1.6593  -0.1137  1.5005  0.0885
C  0.6251  -0.8644  0.7687  -0.1272
C  0.7612  1.3142  -0.3345  -0.3064
O  0.5578  -0.1207  -0.5593  -0.1809
O  1.6063  1.7041  -1.2560  -0.0022
O  -2.5017  -1.9640  0.5283  -0.0116
H  -2.7457  -3.4250  1.9941  0.0963
H  -3.7476  -3.4374  0.4851  0.0772
H  -1.1291  2.2190  -0.8472  0.1508
H  -0.2475  3.0593  0.5087  0.1057
H  -1.1082  1.6155  0.8026  0.0894
H  -0.1788  -1.5410  -1.7476  0.1347
H  -0.0087  0.2116  -2.4402  0.1036
H  -1.3407  -0.1892  -1.5397  0.1078
H  2.9352  3.3452  -1.0841  0.1242
H  1.2935  3.8313  -1.1894  0.0410
H  1.8619  3.3062  -2.6231  0.1488
H  1.5726  0.3782  2.5070  0.0993
H  2.6715  -0.1521  1.1862  0.0583
H  0.8175  -2.0070  0.4498  0.1886
H  -0.2463  -0.9351  1.3344  0.0821

---

Relative energy table, unit kcal/mol: model one 0.0; model two 65.7

---

Model one:
A 12-piece molecular cluster, BF4H22O11 overall. Source: OMol25; level of theory: ωB97M-V/def2-TZVPD.

Total charge: -1
HOMO, eV: -7.641
Orbital gap, Ha: 0.373

Last column: Löwdin charge in e.
Geometry (Å):
B  0.1446  0.3868  -0.5399  -1.2232
F  -0.0219  -0.0720  -1.8414  0.1477
F  -0.1147  1.7824  -0.4873  0.1040
F  -0.7730  -0.2603  0.2892  0.1387
F  1.4491  0.0911  -0.1103  0.1176
O  -0.5525  -2.6892  -1.1606  -0.0579
H  -1.1751  -3.2910  -0.7428  0.0128
H  -0.7646  -1.8206  -0.7768  -0.0042
O  1.7282  4.4287  -0.9613  -0.0643
H  1.4971  4.7304  -0.0754  0.0107
H  1.0730  3.7551  -1.1651  0.0078
O  0.8933  -0.4247  2.5530  -0.0517
H  1.5620  -1.1182  2.5556  0.0486
H  1.0045  0.0219  1.6931  0.0128
O  0.5371  3.5214  1.4562  -0.0631
H  0.1524  3.1163  0.6581  0.0091
H  0.9323  2.7842  1.9322  0.0435
O  1.2133  0.7168  -4.0808  -0.0724
H  0.7517  0.2515  -4.7836  0.0225
H  0.7417  0.4583  -3.2622  0.0027
O  -2.9167  1.6069  -0.0627  -0.0496
H  -2.0335  1.3162  -0.3595  0.0203
H  -2.9001  2.5606  -0.1786  0.0530
O  -3.4011  -0.5240  1.8065  -0.0418
H  -3.1382  -0.0143  1.0164  0.0222
H  -4.2069  -0.0997  2.1130  0.0638
O  -0.7103  -2.8742  2.4372  -0.0875
H  -1.5853  -2.9882  2.0173  -0.0124
H  -0.4903  -1.9342  2.3152  -0.0072
O  3.5992  -2.4552  -0.2133  -0.0548
H  2.7347  -2.0292  -0.2795  0.0181
H  3.9396  -2.1835  0.6442  0.0312
O  -3.0404  -2.9798  0.8444  -0.0921
H  -3.4002  -2.9365  -0.0468  0.0452
H  -3.1014  -2.0437  1.1799  -0.0003
O  3.7117  0.6816  -1.3435  -0.0702
H  3.7070  0.2180  -2.1869  0.0307
H  2.9539  0.3103  -0.8534  -0.0102

---

Model two:
A 12-piece molecular cluster, BF4H22O11 overall. Source: OMol25; level of theory: ωB97M-V/def2-TZVPD.

Total charge: -1
HOMO, eV: -7.482
Orbital gap, Ha: 0.373

Last column: Löwdin charge in e.
Geometry (Å):
B  23.9690  -21.4770  0.3740  -1.3525
F  23.9570  -22.8490  0.3800  0.1744
F  24.9130  -20.9860  1.2340  0.1677
F  24.1120  -20.9610  -0.9310  0.1049
F  22.7700  -21.0040  0.8300  0.1661
O  25.1930  -20.4770  3.8360  -0.0508
H  25.7770  -19.8120  3.5020  0.0142
H  25.1150  -20.8890  2.9640  -0.0008
O  20.6120  -22.3300  1.9100  -0.0194
H  19.8460  -22.1510  2.4320  0.0666
H  21.3280  -22.0680  2.4420  0.0009
O  23.2670  -18.3540  -1.1100  -0.0437
H  23.1970  -19.3000  -1.2720  -0.0009
H  22.4440  -17.9340  -1.3880  0.0449
O  22.6500  -18.9140  2.9570  -0.0391
H  23.1640  -19.4220  2.4000  -0.0616
H  22.2230  -19.5430  3.5900  0.0572
O  22.9080  -23.1140  3.0930  0.0131
H  23.4840  -22.7280  3.7490  0.0547
H  23.1870  -22.8410  2.2810  -0.0523
O  21.8010  -19.8300  -3.2520  -0.0909
H  21.2210  -19.4930  -2.5820  -0.0123
H  22.0180  -20.7290  -2.8750  -0.0143
O  24.8750  -17.5380  1.2970  -0.0670
H  25.5380  -17.9910  1.8560  0.0311
H  24.4270  -18.1900  0.7380  -0.0026
O  26.2590  -19.7300  -1.9710  -0.0446
H  25.6980  -20.3330  -1.4380  0.0173
H  26.3240  -20.0960  -2.8190  -0.0068
O  21.1830  -24.1740  0.1730  -0.0434
H  20.8530  -23.7430  0.9680  -0.0145
H  22.0720  -24.1320  0.3930  -0.0332
O  20.3990  -20.5440  -0.4670  -0.0294
H  20.8840  -21.1240  0.0960  -0.0244
H  20.0630  -21.1800  -1.0780  0.0249
O  22.4670  -22.2910  -2.6120  -0.0263
H  22.1500  -23.1700  -2.8370  0.0727
H  22.9420  -22.2480  -1.7850  0.0200

---

Relative energy table, unit kcal/mol: model one 0.0; model two 19.8